This record from the Open Molecules 2025 dataset describes one molecule with the formula C2H7N3S. The level of theory is ωB97M-V/def2-TZVPD.

Properties
Energy relative to the best compared isomer or geometry (same formula, charge and spin) (kcal per mole): 41.7
LUMO energy (hartree): 0.0308
E_tot (Ha): -642.7862
HOMO energy (eV): -7.91
Structure (SMILES): CN/N=C/NS

Each line ends with the natural charge from an NBO analysis.
Cartesian coordinates (Å):
C 3.322 0.036 0.465  -0.418
N 2.185 -0.386 -0.342  -0.461
N 1.084 0.429 -0.195  -0.297
C -0.053 -0.112 -0.409  0.192
N -1.262 0.600 -0.343  -0.762
S -2.622 -0.191 0.348  0.163
H 3.101 -0.048 1.582  0.171
H 3.532 1.102 0.308  0.209
H 4.286 -0.505 0.136  0.205
H 2.021 -1.371 -0.266  0.339
H -0.270 -1.156 -0.677  0.152
H -1.132 1.556 -0.013  0.399
H -3.250 -0.571 -0.812  0.107

This record from the Open Molecules 2025 dataset describes C5H10O3Sr as an isolated structure. The level of theory is ωB97M-V/def2-TZVPD.

Properties
Energy relative to the best compared isomer or geometry (same formula, charge and spin) (kcal per mole): 0.0
LUMO energy (hartree): 0.0170
E_tot (Ha): -452.8397
HOMO energy (eV): -4.57

Each line ends with the natural charge from an NBO analysis.
Cartesian coordinates (Å):
O 0.074 0.490 -1.487  -0.527
Sr -4.775 -0.087 -0.864  0.024
O -2.056 0.505 -0.828  -0.678
C -0.886 0.289 -0.605  1.043
O -0.338 0.119 0.582  -0.551
C 0.637 -0.592 -2.237  -0.064
C 1.340 -1.660 -1.432  -0.660
H -0.165 -1.018 -2.850  0.186
H 1.341 -0.099 -2.919  0.199
H 0.676 -2.525 -1.303  0.218
H 2.233 -2.012 -1.965  0.225
H 1.668 -1.277 -0.457  0.234
C -0.142 1.252 1.441  -0.058
C 0.117 0.808 2.863  -0.628
H 0.728 1.760 1.009  0.182
H -1.002 1.931 1.380  0.190
H 1.114 0.355 2.952  0.215
H -0.636 0.080 3.193  0.227
H 0.072 1.681 3.527  0.224

This record from the Open Molecules 2025 dataset describes C50H43FHfIN2O2P3 as an isolated structure. The level of theory is ωB97M-V/def2-TZVPD.

Properties
Charge: +2
LUMO energy (hartree): -0.2191
E_tot (Ha): -3660.4329
HOMO energy (eV): -13.28

Each line ends with the Löwdin charge.
Cartesian coordinates (Å):
Hf -0.359 0.077 0.124  1.381
O 3.090 -1.578 1.888  0.133
C 2.523 -0.858 1.121  -0.624
O 1.176 -0.812 1.039  -0.322
C 3.207 0.053 0.118  -0.205
P 2.088 0.370 -1.297  1.049
C 2.764 1.824 -2.132  -0.353
C 3.829 1.701 -3.025  -0.073
C 4.388 2.832 -3.596  -0.053
C 3.892 4.091 -3.280  -0.051
C 2.835 4.218 -2.390  -0.056
C 2.268 3.089 -1.819  -0.093
C 2.392 -1.021 -2.433  -0.381
C 1.884 -0.952 -3.732  -0.100
C 2.041 -2.018 -4.604  -0.058
C 2.706 -3.166 -4.190  -0.062
C 3.217 -3.240 -2.902  -0.060
C 3.061 -2.174 -2.026  -0.089
H 4.184 -0.335 -0.164  0.113
H 3.372 1.015 0.610  0.092
H 4.223 0.725 -3.280  0.112
H 5.214 2.731 -4.288  0.116
H 4.328 4.972 -3.731  0.117
H 2.443 5.198 -2.148  0.114
H 1.425 3.197 -1.147  0.082
H 1.398 -0.048 -4.080  0.106
H 1.662 -1.944 -5.615  0.116
H 2.841 -3.991 -4.877  0.116
H 3.757 -4.122 -2.579  0.118
H 3.482 -2.262 -1.031  0.106
C -3.262 -0.157 4.074  -0.090
N -2.547 -0.164 2.786  -0.497
P -1.812 1.184 2.112  0.883
C -2.896 2.577 2.437  -0.363
C -2.482 3.656 3.212  -0.067
C -3.346 4.724 3.416  -0.048
C -4.613 4.710 2.851  -0.044
C -5.027 3.628 2.081  -0.053
C -4.169 2.564 1.867  -0.098
C -0.200 1.462 2.869  -0.392
C 0.280 0.697 3.932  -0.068
C 1.614 0.783 4.299  -0.033
C 2.478 1.629 3.612  -0.040
C 2.011 2.388 2.548  -0.066
C 0.681 2.292 2.157  -0.130
P -1.988 -1.537 1.930  0.960
C -1.304 -2.710 3.121  -0.342
C 0.067 -2.767 3.370  -0.089
C 0.562 -3.641 4.327  -0.052
C -0.302 -4.458 5.040  -0.047
C -1.670 -4.413 4.793  -0.053
C -2.170 -3.549 3.834  -0.087
C -3.479 -2.371 1.330  -0.408
C -3.323 -3.564 0.625  -0.112
C -4.431 -4.222 0.114  -0.061
C -5.703 -3.698 0.311  -0.052
C -5.862 -2.513 1.017  -0.061
C -4.754 -1.847 1.519  -0.121
H -2.637 0.235 4.876  0.086
H -3.558 -1.172 4.328  0.080
H -4.158 0.460 4.001  0.084
H -1.498 3.666 3.665  0.109
H -3.031 5.562 4.023  0.118
H -5.284 5.543 3.014  0.119
H -6.018 3.619 1.647  0.116
H -4.494 1.717 1.271  0.087
H -0.377 0.020 4.461  0.102
H 1.984 0.186 5.122  0.125
H 3.516 1.692 3.910  0.124
H 2.676 3.061 2.021  0.120
H 0.321 2.901 1.333  0.086
H 0.755 -2.145 2.813  0.067
H 1.629 -3.686 4.505  0.117
H 0.088 -5.140 5.784  0.117
H -2.343 -5.057 5.342  0.116
H -3.234 -3.540 3.632  0.107
H -2.337 -3.999 0.491  0.112
H -4.305 -5.153 -0.424  0.115
H -6.567 -4.220 -0.077  0.117
H -6.852 -2.108 1.179  0.117
H -4.887 -0.915 2.054  0.091
F -1.956 4.713 -3.910  0.094
C -1.591 3.821 -2.986  -0.271
C -1.054 2.615 -3.393  0.003
C -0.655 1.719 -2.414  -0.248
C -0.802 1.961 -1.037  -0.417
C -1.369 3.197 -0.698  -0.153
C -1.754 4.132 -1.648  0.014
H -0.938 2.408 -4.449  0.130
H -0.221 0.783 -2.767  0.054
H -1.534 3.469 0.340  0.068
H -2.179 5.088 -1.371  0.129
I -3.624 -0.082 -1.574  1.143
C -2.247 -1.586 -1.939  -0.746
C -2.569 -2.602 -2.823  -0.100
C -1.677 -3.645 -3.009  -0.001
C -0.494 -3.662 -2.281  -0.016
C -0.236 -2.612 -1.432  -0.125
N -1.078 -1.567 -1.278  -0.124
H -3.517 -2.575 -3.339  0.111
H -1.913 -4.445 -3.697  0.132
H 0.222 -4.465 -2.368  0.126
H 0.667 -2.591 -0.837  0.106

This record from the Open Molecules 2025 dataset describes C18H14MgN7O5 as an isolated structure. The level of theory is ωB97M-V/def2-TZVPD.

Properties
Energy relative to the best compared isomer or geometry (same formula, charge and spin) (kcal per mole): 0.0
Charge: -1
LUMO energy (hartree): 0.0916
E_tot (Ha): -1654.2890
HOMO energy (eV): -4.50

Each line ends with the natural charge from an NBO analysis.
Cartesian coordinates (Å):
Mg 0.047 0.751 -0.666  1.781
O -0.473 4.272 -2.617  -0.692
C -0.442 3.269 -1.910  0.750
O 0.151 2.161 -2.106  -0.843
C -1.259 3.302 -0.605  0.121
C -2.207 4.255 -0.272  -0.223
C -2.938 4.072 0.895  -0.179
C -2.727 2.949 1.690  -0.229
C -1.759 2.049 1.284  0.109
N -1.048 2.260 0.187  -0.531
C -1.502 0.684 1.922  0.752
O -2.126 0.379 2.938  -0.699
O -0.693 -0.057 1.261  -0.846
H -2.363 5.098 -0.931  0.235
H -3.696 4.793 1.174  0.203
H -3.301 2.747 2.583  0.232
O 1.770 1.099 0.110  -0.852
C 2.923 0.563 -0.001  0.423
C 4.102 1.259 0.385  -0.256
C 5.351 0.700 0.262  -0.204
C 5.524 -0.594 -0.249  -0.320
C 4.399 -1.301 -0.621  -0.165
C 3.114 -0.764 -0.491  -0.253
C 1.958 -1.575 -0.869  0.414
N 0.774 -1.180 -1.325  -0.600
C 0.063 -2.330 -1.609  -0.079
C 0.808 -3.423 -1.326  -0.118
N 2.007 -2.931 -0.854  -0.525
H 3.974 2.263 0.770  0.205
H 6.222 1.276 0.557  0.195
H 6.512 -1.017 -0.371  0.197
H 4.516 -2.291 -1.052  0.181
H -0.929 -2.284 -2.024  0.221
H 0.605 -4.476 -1.403  0.208
H 2.774 -3.464 -0.488  0.415
N -4.183 -3.294 1.044  -0.798
C -3.209 -2.429 0.634  0.657
N -2.061 -2.418 1.321  -0.800
N -3.503 -1.702 -0.412  -0.670
C -2.706 -0.776 -0.895  0.498
N -2.096 0.051 -1.434  -0.548
H -3.933 -4.052 1.652  0.383
H -4.922 -3.457 0.383  0.403
H -2.069 -2.847 2.231  0.386
H -1.450 -1.586 1.248  0.460

This record from the Open Molecules 2025 dataset describes C27H24AuBr2FN5O3 as an isolated structure. The level of theory is ωB97M-V/def2-TZVPD.

Properties
Energy relative to the best compared isomer or geometry (same formula, charge and spin) (kcal per mole): 0.0
Charge: +3
LUMO energy (hartree): -0.3280
E_tot (Ha): -6925.4613
HOMO energy (eV): -16.01

Each line ends with the natural charge from an NBO analysis.
Cartesian coordinates (Å):
Au -3.114 -0.187 -1.932  1.496
Br -7.319 4.734 -0.635  0.251
C -6.102 3.372 -0.936  -0.020
C -4.734 3.615 -0.857  -0.248
C -3.863 2.581 -1.115  0.098
N -4.305 1.356 -1.426  -0.498
C -5.635 1.104 -1.525  0.194
C -6.554 2.096 -1.273  -0.220
C -5.972 -0.267 -1.975  0.171
C -7.244 -0.771 -2.093  -0.216
C -7.412 -2.101 -2.492  -0.020
Br -9.117 -2.797 -2.678  0.253
C -6.295 -2.888 -2.745  -0.241
C -5.041 -2.326 -2.627  0.104
N -4.900 -1.049 -2.258  -0.468
H -4.352 4.594 -0.607  0.274
H -2.790 2.714 -1.072  0.242
H -7.613 1.905 -1.362  0.264
H -8.109 -0.160 -1.879  0.263
H -6.394 -3.923 -3.040  0.279
H -4.134 -2.872 -2.845  0.275
F 1.191 1.682 3.060  -0.316
C 1.489 1.079 1.895  0.342
C 0.480 0.793 1.033  -0.213
C 0.748 0.083 -0.152  -0.091
C -0.293 -0.245 -1.086  0.486
O -1.460 0.299 -0.895  -0.705
C 0.027 -1.112 -2.132  -0.338
C 1.360 -1.417 -2.359  0.211
N 2.349 -1.033 -1.569  -0.290
C 3.734 -1.303 -1.954  -0.095
C 4.081 -2.589 -2.632  -0.403
C 4.513 -2.353 -1.216  -0.420
C 2.071 -0.315 -0.407  0.197
C 3.099 0.028 0.478  -0.290
C 2.841 0.727 1.647  0.242
N 3.869 1.064 2.515  -0.447
C 3.862 2.217 3.401  -0.239
C 3.707 1.805 4.856  -0.236
N 4.822 0.845 5.197  -0.495
C 4.847 -0.338 4.262  -0.235
C 4.957 0.155 2.822  -0.236
C -0.941 -1.768 -3.054  0.768
O -0.595 -2.383 -4.019  -0.508
O -2.253 -1.743 -2.719  -0.735
H -0.532 1.080 1.284  0.259
H 1.621 -1.990 -3.239  0.275
H 4.247 -0.404 -2.270  0.244
H 4.818 -2.537 -3.420  0.260
H 3.309 -3.328 -2.794  0.238
H 5.556 -2.156 -1.012  0.243
H 3.994 -2.917 -0.452  0.232
H 4.117 -0.220 0.223  0.248
H 3.086 2.926 3.133  0.265
H 4.820 2.737 3.278  0.216
H 2.769 1.281 5.028  0.237
H 3.774 2.656 5.533  0.253
H 4.732 0.526 6.163  0.453
H 5.717 1.339 5.139  0.437
H 3.916 -0.881 4.421  0.232
H 5.686 -0.973 4.541  0.253
H 4.948 -0.711 2.166  0.249
H 5.916 0.666 2.680  0.219

This record from the Open Molecules 2025 dataset describes C19H23Cl2ErNS as an isolated structure. The level of theory is ωB97M-V/def2-TZVPD.

Properties
Spin multiplicity: 4
Charge: -1
LUMO energy (spin up / spin down) (hartree): 0.0978 / 0.0974
E_tot (Ha): -3126.2254
HOMO energy (spin up / spin down) (eV): -1.27 / -1.35

Each line ends with the Mulliken spin population.
Cartesian coordinates (Å):
Er 1.497 -1.992 0.743  3.052
Cl -0.484 -3.434 0.812  -0.004
Cl 2.254 -0.824 2.753  -0.004
C -2.251 1.582 0.560  -0.001
H -1.359 2.157 0.285  0.000
H -2.098 1.137 1.546  0.000
C -2.841 0.812 -0.621  -0.003
C -3.650 1.841 0.242  0.000
H -2.348 1.221 -1.522  0.002
C -4.538 1.293 1.360  0.000
H -3.925 2.791 -0.220  0.000
C -4.298 -0.187 1.600  0.000
H -4.366 1.828 2.322  0.000
H -5.571 1.559 1.119  0.000
C -4.408 -1.009 0.310  0.000
H -3.293 -0.362 1.994  0.000
H -4.981 -0.575 2.352  0.000
C -3.422 -0.573 -0.780  -0.004
H -4.282 -2.081 0.519  -0.001
H -5.409 -0.892 -0.108  0.000
H -2.597 -1.304 -0.902  0.005
H -3.953 -0.615 -1.773  -0.001
N 0.279 -0.639 -0.551  0.011
S 1.302 -0.231 -1.773  0.009
C 2.556 -1.554 -1.363  -0.031
C 2.069 -2.883 -1.421  0.178
C 2.581 -3.830 -0.513  -0.087
C 3.605 -3.478 0.378  -0.103
C 4.280 -2.251 0.230  0.176
C 3.741 -1.270 -0.633  -0.172
C 2.062 1.269 -1.103  -0.010
C 3.232 1.828 -1.638  0.011
C 3.791 2.959 -1.045  0.002
C 3.164 3.544 0.065  0.000
C 1.980 2.994 0.591  -0.001
C 1.431 1.857 -0.015  0.000
H -0.649 -0.176 -0.647  -0.012
H 1.238 -3.079 -2.094  0.016
H 2.103 -4.797 -0.515  0.000
H 3.971 -4.164 1.148  -0.006
H 5.262 -2.058 0.687  0.021
H 4.241 -0.320 -0.854  -0.038
H 3.682 1.319 -2.494  -0.007
H 4.731 3.361 -1.451  0.000
H 3.626 4.413 0.525  0.000
H 1.496 3.427 1.466  0.000
H 0.552 1.385 0.428  0.001

This record from the Open Molecules 2025 dataset describes C2H2F2InO2 as an isolated structure. The level of theory is ωB97M-V/def2-TZVPD.

Properties
Charge: +3
LUMO energy (spin up / spin down) (hartree): -0.7521 / -0.7527
E_tot (Ha): -615.8909
HOMO energy (spin up / spin down) (eV): -26.52 / -26.40

Each line ends with the Löwdin charge.
Cartesian coordinates (Å):
F -0.313 -0.635 0.972  0.016
H -0.917 0.888 -2.293  0.237
O 0.695 0.269 -1.171  -0.069
O 0.838 -1.138 0.216  0.079
C -0.531 0.605 -1.305  0.149
C -1.460 0.114 -0.308  0.117
F -2.218 0.991 0.281  0.327
H -1.893 -0.874 -0.500  0.238
In 2.049 0.754 0.170  1.907

This record from the Open Molecules 2025 dataset describes C24H44BN2NaO4P2S as an isolated structure. The level of theory is ωB97M-V/def2-TZVPD.

Properties
Energy relative to the best compared isomer or geometry (same formula, charge and spin) (kcal per mole): 10.7
Charge: -2
LUMO energy (hartree): 0.1457
E_tot (Ha): -2619.5272
HOMO energy (eV): -0.70

Each line ends with the Löwdin charge.
Cartesian coordinates (Å):
Na -2.718 -0.156 -1.306  0.199
C 4.737 0.724 -2.976  -0.100
C 4.272 -0.241 -1.877  -0.722
C 4.580 0.399 -0.512  -0.124
C 5.101 -1.522 -1.981  -0.127
P 2.443 -0.680 -1.761  1.134
C 1.687 0.990 -2.038  -0.324
N 0.681 1.330 -1.076  -0.052
B -0.449 0.473 -0.637  -0.307
N -1.013 1.359 0.422  -0.057
C -2.120 1.081 1.320  -0.308
P -2.262 -0.721 1.791  1.150
C -0.909 -0.892 3.100  -0.701
C -0.764 -2.391 3.392  -0.126
C 0.431 -0.420 2.516  -0.101
C -1.143 -0.141 4.411  -0.106
C -3.922 -0.624 2.679  -0.705
C -4.199 0.604 3.550  -0.100
C -4.110 -1.885 3.523  -0.124
C -4.956 -0.658 1.537  -0.109
C -0.294 2.525 0.567  -0.202
C -0.453 3.597 1.428  -0.033
C 0.466 4.650 1.375  -0.141
C 1.516 4.627 0.473  -0.145
C 1.679 3.551 -0.405  -0.046
C 0.779 2.498 -0.353  -0.188
C 1.956 -1.623 -3.315  -0.717
C 2.575 -1.140 -4.629  -0.102
C 2.334 -3.093 -3.100  -0.127
C 0.429 -1.563 -3.432  -0.113
H 5.761 1.048 -2.765  0.075
H 4.127 1.622 -3.038  0.065
H 4.741 0.260 -3.959  0.054
H 5.648 0.624 -0.452  0.073
H 4.321 -0.271 0.307  0.071
H 4.034 1.329 -0.355  0.067
H 6.148 -1.303 -1.753  0.075
H 5.066 -1.947 -2.983  0.057
H 4.757 -2.281 -1.278  0.074
H 1.286 1.058 -3.057  0.092
H 2.488 1.726 -1.975  0.043
H -3.077 1.369 0.869  0.090
H -2.002 1.687 2.226  0.065
H -0.528 -2.935 2.479  0.077
H -1.669 -2.826 3.815  0.049
H 0.051 -2.544 4.106  0.073
H 0.637 -0.863 1.542  0.063
H 1.224 -0.716 3.213  0.077
H 0.470 0.661 2.402  0.075
H -1.999 -0.527 4.966  0.052
H -1.300 0.925 4.240  0.072
H -0.258 -0.244 5.048  0.076
H -3.594 0.635 4.459  0.052
H -5.251 0.589 3.852  0.078
H -4.044 1.530 3.000  0.070
H -3.471 -1.904 4.409  0.050
H -3.914 -2.783 2.937  0.079
H -5.150 -1.931 3.863  0.076
H -4.965 0.248 0.930  0.060
H -5.952 -0.781 1.976  0.081
H -4.785 -1.469 0.828  0.069
H -1.286 3.632 2.117  0.094
H 0.343 5.498 2.040  0.080
H 2.214 5.457 0.435  0.079
H 2.493 3.551 -1.121  0.087
H 3.645 -1.346 -4.680  0.053
H 2.423 -0.071 -4.785  0.075
H 2.100 -1.661 -5.466  0.078
H 3.411 -3.246 -3.029  0.046
H 1.967 -3.685 -3.944  0.078
H 1.875 -3.482 -2.193  0.076
H 0.052 -0.560 -3.615  0.071
H -0.063 -1.906 -2.522  0.062
H 0.125 -2.195 -4.269  0.083
O -4.041 0.148 -3.488  -0.433
S -4.930 -0.127 -2.328  0.213
O -6.345 -0.196 -2.697  -0.420
O -4.457 -1.407 -1.691  -0.464
O -4.680 0.954 -1.302  -0.463